This record from the OMol25 dataset describes C32H51N6OSbSi3Ti as an isolated structure. The level of theory is ωB97M-V/def2-TZVPD.

```
! RIJCOSX wB97M-V def2-TZVPD def2/J DEFGRID3
* xyz 2 3
H -3.248 4.123 -1.025
C -2.836 2.064 -3.742
C 0.517 1.341 5.768
H -1.169 0.026 5.902
C -0.559 3.965 1.643
H -0.853 4.323 -2.654
H 3.061 2.521 -3.175
H -4.868 -1.010 -2.403
H 0.385 1.748 6.761
C 2.282 1.076 -1.804
H -3.056 2.842 0.172
Sb -1.261 -0.019 -1.108
H -3.684 1.380 -3.739
N 0.799 2.107 0.994
H 4.217 -2.785 -1.235
C -3.407 -2.762 -0.091
H 5.457 -0.925 -2.282
H -1.531 4.316 1.962
H -1.582 -3.639 4.019
C 1.829 2.951 0.854
H 5.743 -2.034 2.919
C 3.244 1.592 -2.653
C -0.773 -4.534 2.247
C -1.065 -3.480 3.082
C 1.680 1.206 3.708
C -4.927 -0.476 -1.456
C -0.353 0.390 5.291
H 2.309 2.466 5.310
Si -2.026 2.248 -2.065
C 1.727 4.314 1.059
H -1.064 -5.539 2.519
C 0.201 -0.307 -4.424
H 0.174 2.945 -3.019
C -3.828 -0.104 1.379
C 0.076 -2.901 -2.830
Ti 1.059 -0.101 0.814
H -2.942 -0.157 2.016
C -2.465 -1.827 -4.116
C 1.582 1.746 4.965
H -3.209 3.046 -4.050
C -0.105 -4.283 1.052
N -1.015 -1.128 3.560
H 0.213 -0.788 -5.406
H 5.193 1.230 -3.488
H 1.336 1.585 -1.662
H -3.114 -0.986 -4.357
C 3.569 -0.760 -1.290
H -4.265 2.690 -1.096
H -4.991 0.591 -1.672
H -2.742 -3.034 0.731
H 0.679 -2.729 -0.186
N 2.437 -0.059 -1.109
H 2.592 4.946 0.911
H -4.638 -0.633 1.890
H -1.675 -1.406 4.274
C 0.232 -2.982 0.771
C 4.415 0.876 -2.824
H 5.401 -2.475 0.692
H 1.234 -0.247 -4.073
H 2.740 -2.491 -0.331
H 1.088 -2.672 -2.483
C -3.253 3.040 -0.881
H -1.184 1.912 1.541
C -0.151 -0.124 4.004
H 0.174 -3.530 -3.719
N 4.518 -1.995 0.645
C 4.061 -1.360 1.729
C 3.721 -2.081 -0.570
C 0.505 4.834 1.458
Si -3.527 -0.902 -0.295
H -2.204 -2.325 -5.055
H 2.486 1.494 3.045
N -0.015 -1.942 1.590
H 0.028 3.534 -1.349
H 5.384 -0.303 2.992
H -5.864 -0.765 -0.972
H -0.172 0.710 -4.565
H -0.427 -3.495 -2.064
N 0.813 0.308 3.203
C -0.369 2.615 1.409
C -0.664 -2.188 2.725
H -2.131 1.730 -4.506
H 0.120 -5.068 0.344
C -0.518 3.352 -2.278
H -3.034 -2.540 -3.521
Si -0.869 -1.337 -3.275
H -4.129 0.940 1.289
H -3.061 -3.266 -0.996
C 4.941 -1.299 2.939
C 4.568 -0.323 -2.145
H 0.385 5.897 1.623
H -4.400 -3.156 0.143
H 2.776 2.517 0.548
O 2.945 -0.820 1.720
H 4.328 -1.442 3.826
*
```

Values from the calculation:
M (g mol⁻¹): 789.69
Gap between HOMO and LUMO (spin up / spin down) (eV): 7.277 / 8.189
ΔE to the lowest compared entry with this formula, charge and spin (kcal per mole): 4.7
Lowest unoccupied orbital energy (spin up / spin down) (hartree): -0.17088 / -0.17246

Atomic partial charges in e from the Löwdin method, atoms 1 to 6: atom 1 (H): 0.0438, atom 2 (C): -0.2064, atom 3 (C): -0.0310, atom 4 (H): 0.1229, atom 5 (C): -0.0274, atom 6 (H): 0.0482